The following is a quantum chemistry calculation of a 2-piece molecular cluster, CH8NS2 overall, from the Open Molecules 2025 dataset.

```
! wB97M-V def2-TZVPD RIJCOSX def2/J DEFGRID3
* xyz 0 2
N -1.93 1.48 1.09
H -0.86 1.14 0.88
H -2.52 0.75 1.38
H -1.79 2.16 1.84
H -2.18 1.98 0.31
C 1.46 -1.41 -1.57
S 0.14 -0.32 -0.91
S 0.58 -0.51 1.08
H 1.61 -2.36 -0.99
H 2.40 -0.80 -1.37
H 1.15 -1.45 -2.66
H 1.93 -0.66 0.93
*
```

Summary:
M = 98.2 g/mol
energy relative to the best compared isomer or geometry (same formula, charge and spin) = 54.9 kcal/mol
HOMO-LUMO gap (spin up / spin down) = 2.440 / 6.333 eV

These are the natural (NBO) partial charges, in e, on atoms 1 to 8:
1 N -0.89
2 H 0.47
3 H 0.44
4 H 0.42
5 H 0.42
6 C -0.74
7 S -0.29
8 S -0.63


The following is a quantum chemistry calculation of a 2-piece molecular cluster, C4H13NOS overall, from the Open Molecules 2025 dataset.

```
! wB97M-V def2-TZVPD RIJCOSX def2/J DEFGRID3
* xyz 0 1
C -2.18 1.04 1.60
S -1.35 1.04 -0.07
C 0.41 0.63 0.13
C 1.25 0.95 -1.11
C 2.41 -0.05 -1.23
N 3.77 0.45 -1.03
H -1.81 1.87 2.20
H -2.25 0.03 1.95
H -3.12 1.44 1.20
H 0.36 -0.42 0.40
H 0.87 1.09 1.02
H 1.72 1.93 -1.06
H 0.56 0.90 -1.95
H 2.25 -0.92 -0.59
H 2.50 -0.62 -2.16
H 3.84 1.42 -1.31
H 4.09 0.53 -0.06
O -4.41 -4.01 1.01
H -3.72 -3.71 0.41
H -5.20 -3.58 0.65
*
```

Summary:
M = 123.2 g/mol
energy relative to the best compared isomer or geometry (same formula, charge and spin) = 31.2 kcal/mol
HOMO-LUMO gap = 9.180 eV

These are the natural (NBO) partial charges, in e, on atoms 1 to 8:
1 C -0.72
2 S 0.13
3 C -0.52
4 C -0.43
5 C -0.23
6 N -0.83
7 H 0.22
8 H 0.22


The following is a quantum chemistry calculation of C36H29N9OS4W as an isolated structure, from the Open Molecules 2025 dataset.

```
! wB97M-V def2-TZVPD RIJCOSX def2/J DEFGRID3
* xyz 0 1
W 0.15 -0.43 0.04
C 0.91 -1.49 -3.14
C 0.06 -1.56 -1.89
N 0.61 -2.11 -0.73
N 0.60 -3.42 -0.29
C -0.02 -3.49 0.83
S -0.79 -2.08 1.48
S -0.28 -4.99 1.74
C 1.41 -5.59 2.06
C 2.15 -4.95 3.20
C 3.43 -4.55 3.02
C 4.32 -4.17 4.09
C 3.89 -4.11 5.37
C 2.50 -4.38 5.60
C 1.55 -4.95 4.55
C -1.40 -1.78 -2.12
C -1.95 -2.62 -3.07
C -3.33 -2.66 -3.26
C -4.16 -1.83 -2.51
C -3.62 -0.97 -1.56
C -2.25 -0.95 -1.38
O -1.67 -0.09 -0.50
H 1.41 -2.45 -3.31
H 1.67 -0.72 -3.10
H 0.28 -1.28 -4.00
H 1.98 -5.55 1.14
H 1.23 -6.64 2.30
H 3.84 -4.59 2.01
H 5.36 -3.98 3.86
H 4.55 -3.89 6.19
H 1.79 -3.43 7.25
H 0.91 -5.80 4.82
H -1.31 -3.26 -3.66
H -3.76 -3.34 -3.98
H -5.23 -1.86 -2.66
H -4.24 -0.31 -0.97
N 0.86 3.78 -1.36
C 1.63 3.78 -0.22
C 1.59 2.51 0.25
N 0.80 1.74 -0.58
C 0.38 2.53 -1.55
C -0.48 2.21 -2.69
N -0.73 1.01 -3.14
C -1.58 1.16 -4.19
C -1.84 2.49 -4.39
N -1.13 3.15 -3.43
H 0.71 4.57 -1.95
H 2.13 4.66 0.15
H 2.04 2.08 1.12
H -1.95 0.31 -4.74
H -2.47 3.00 -5.10
H -1.17 4.14 -3.28
S -0.64 0.93 2.09
C 0.11 -0.09 3.32
C -0.58 -0.49 4.46
C -0.18 -1.60 5.19
C -1.01 -2.08 6.26
N -1.67 -2.44 7.12
C 0.99 -2.31 4.82
C 1.78 -1.77 3.83
C 1.33 -0.72 3.04
S 2.15 -0.50 1.50
C 1.27 -3.66 5.29
N 1.50 -4.22 6.66
H -1.52 -0.01 4.70
H 2.69 -2.27 3.54
C 6.79 -0.79 -3.09
C 5.44 -0.60 -2.44
C 4.81 -1.64 -1.77
C 3.58 -1.42 -1.17
N 2.96 -0.25 -1.20
C 3.56 0.75 -1.84
C 4.79 0.62 -2.47
H 6.90 -1.80 -3.47
H 7.58 -0.63 -2.35
H 6.94 -0.08 -3.90
H 5.27 -2.62 -1.71
H 3.07 -2.22 -0.65
H 3.04 1.70 -1.86
H 5.22 1.47 -2.98
*
```

Summary:
M = 915.8 g/mol
energy relative to the best compared isomer or geometry (same formula, charge and spin) = 107.0 kcal/mol
HOMO-LUMO gap = 6.511 eV

These are the Löwdin partial charges, in e, on atoms 1 to 8:
1 W 1.29
2 C -0.06
3 C -0.41
4 N -0.32
5 N 0.01
6 C -0.99
7 S 0.77
8 S 0.91


The following is a quantum chemistry calculation of a 2-piece molecular cluster, C13H27ClN2O6PS overall, from the Open Molecules 2025 dataset.

```
! wB97M-V def2-TZVPD RIJCOSX def2/J DEFGRID3
* xyz 1 1
C -1.49 -2.49 8.18
C -1.68 -3.15 6.70
O -0.92 -4.39 6.73
C -0.47 -4.78 5.42
C 0.96 -4.10 5.15
O 1.60 -4.57 3.91
C 1.14 -3.79 2.83
C 1.57 -2.36 2.46
N 0.74 -2.09 1.30
S 0.57 -0.68 0.30
C -0.11 -3.17 0.92
N 0.13 -4.22 1.88
Cl -0.75 -5.69 1.76
H -1.98 -3.20 8.95
H -0.36 -2.46 8.37
H -1.97 -1.46 8.26
H -2.79 -3.45 6.65
H -1.37 -2.41 5.89
H -0.27 -5.92 5.48
H -1.23 -4.63 4.58
H 0.88 -2.95 5.09
H 1.64 -4.44 6.01
H 2.32 -1.64 2.93
H -0.83 -0.55 0.18
H -0.86 -3.19 0.06
O -0.12 2.31 -2.38
P 0.02 2.62 -3.88
O 1.61 2.15 -4.02
C 1.90 0.77 -4.09
C 1.65 0.22 -5.48
O 0.30 4.24 -3.69
C -0.30 4.95 -2.61
C 0.69 5.14 -1.48
O 0.05 2.92 -5.56
C -1.19 3.29 -6.17
C -1.44 4.79 -6.07
H 1.31 0.22 -3.34
H 2.95 0.65 -3.83
H 0.58 0.24 -5.71
H 2.00 -0.81 -5.56
H 2.15 0.83 -6.23
H -1.21 4.45 -2.27
H -0.61 5.93 -2.99
H 1.12 4.19 -1.15
H 0.21 5.62 -0.62
H 1.52 5.77 -1.81
H -2.02 2.73 -5.72
H -1.13 3.01 -7.22
H -1.78 5.06 -5.07
H -2.22 5.10 -6.77
H -0.53 5.35 -6.27
*
```

Summary:
M = 405.9 g/mol
energy relative to the best compared isomer or geometry (same formula, charge and spin) = 0.0 kcal/mol
HOMO-LUMO gap = 7.771 eV

These are the natural (NBO) partial charges, in e, on atoms 1 to 8:
1 C -0.64
2 C -0.08
3 O -0.54
4 C -0.10
5 C -0.10
6 O -0.48
7 C 0.48
8 C -0.09


The following is a quantum chemistry calculation of one molecule with the formula C10H14N4O5, from the Open Molecules 2025 dataset.

```
! wB97M-V def2-TZVPD RIJCOSX def2/J DEFGRID3
* xyz 0 1
N -2.00 2.78 0.53
C -1.11 1.64 0.29
C -1.63 0.77 -0.89
C -2.18 -0.52 -0.40
C -3.53 -0.83 -0.25
N -3.48 -2.16 0.17
C -2.17 -2.56 0.25
N -1.36 -1.57 -0.10
C 0.32 2.17 -0.03
O 0.47 3.36 -0.28
N 1.35 1.31 0.01
C 1.43 -0.05 0.38
C 1.82 -1.03 -0.76
C 3.25 -0.98 -1.10
O 3.99 -1.93 -0.99
O 3.71 0.23 -1.48
C 2.43 -0.24 1.56
O 3.40 0.50 1.73
O 2.16 -1.26 2.34
H -1.94 3.43 -0.26
H -1.57 3.35 1.29
H -1.10 1.08 1.23
H -0.80 0.55 -1.57
H -2.36 1.38 -1.44
H -4.48 -0.28 -0.31
H -4.33 -2.62 0.52
H -1.82 -3.54 0.56
H 2.25 1.79 -0.10
H 0.44 -0.34 0.79
H 1.52 -2.06 -0.52
H 1.28 -0.71 -1.68
H 4.67 0.08 -1.59
H 1.36 -1.73 2.10
*
```

Summary:
M = 270.2 g/mol
energy relative to the best compared isomer or geometry (same formula, charge and spin) = 28.1 kcal/mol
HOMO-LUMO gap = 9.436 eV

These are the natural (NBO) partial charges, in e, on atoms 1 to 8:
1 N -0.81
2 C -0.14
3 C -0.44
4 C 0.09
5 C -0.10
6 N -0.52
7 C 0.17
8 N -0.51


The following is a quantum chemistry calculation of a 2-piece molecular cluster, C4H4N2O overall, from the Open Molecules 2025 dataset.

```
! wB97M-V def2-TZVPD RIJCOSX def2/J DEFGRID3
* xyz 0 1
O 1.10 -0.80 -2.02
C -0.07 -0.76 -1.91
C -0.70 -1.18 -0.69
N -2.18 -1.40 -0.74
N -1.86 -0.39 -0.17
H -0.57 -0.34 -2.78
H -0.02 -1.77 -0.07
C 0.73 0.31 1.85
C 0.38 1.31 1.29
H 1.17 -0.41 2.51
H -0.11 2.13 0.76
*
```

Summary:
M = 96.1 g/mol
energy relative to the best compared isomer or geometry (same formula, charge and spin) = 122.4 kcal/mol
HOMO-LUMO gap = 10.163 eV

These are the natural (NBO) partial charges, in e, on atoms 1 to 8:
1 O -0.50
2 C 0.36
3 C -0.19
4 N -0.01
5 N -0.01
6 H 0.13
7 H 0.22
8 C -0.26


The following is a quantum chemistry calculation of C36H28BrCrN7O4PS as an isolated structure, from the Open Molecules 2025 dataset.

```
! wB97M-V def2-TZVPD RIJCOSX def2/J DEFGRID3
* xyz 0 4
Cr -0.25 2.35 -0.08
O 3.07 1.83 -0.39
C 2.34 0.83 -0.36
O 1.06 0.87 -0.30
C 2.91 -0.55 -0.27
C 4.32 -0.58 -0.37
C 5.03 -1.75 -0.24
C 4.31 -2.93 -0.04
C 2.92 -2.92 0.00
C 2.18 -1.73 -0.11
P 0.36 -1.92 -0.01
C 0.00 -2.59 -1.65
C -0.09 -3.89 -2.10
C -0.29 -4.19 -3.45
C -0.30 -3.17 -4.37
C -0.09 -1.86 -3.96
C 0.02 -1.57 -2.62
C 0.03 -3.37 1.09
C 0.81 -3.68 2.19
C 0.42 -4.74 3.04
C -0.71 -5.47 2.75
C -1.54 -5.11 1.67
C -1.18 -4.05 0.88
H 4.80 0.37 -0.55
H 6.13 -1.80 -0.30
H 4.80 -3.86 0.09
H 2.40 -3.86 0.08
H -0.07 -4.72 -1.41
H -0.40 -5.19 -3.80
H -0.37 -3.35 -5.46
H -0.02 -1.07 -4.70
H 0.24 -0.53 -2.37
H 1.70 -3.13 2.39
H 1.04 -5.06 3.87
H -0.98 -6.31 3.40
H -2.42 -5.68 1.46
H -1.78 -3.81 0.00
Br 1.92 0.70 2.91
C 0.80 2.13 3.30
C 0.73 2.59 4.62
C -0.18 3.54 4.97
C -1.03 4.02 3.97
C -0.92 3.53 2.70
N -0.01 2.56 2.36
C -1.83 4.11 1.60
O -2.60 5.01 1.86
O -1.63 3.57 0.44
H 1.46 2.21 5.31
H -0.29 3.94 5.96
H -1.79 4.82 4.16
C -1.65 0.06 1.87
C -2.08 -0.05 0.44
C -2.99 -1.08 0.06
C -3.46 -1.22 -1.18
C -2.93 -0.31 -2.15
C -3.41 -0.32 -3.47
C -3.02 0.60 -4.37
C -2.08 1.53 -4.00
C -1.55 1.59 -2.74
S -0.40 2.88 -2.28
C -2.01 0.65 -1.76
N -1.65 0.84 -0.44
H -1.87 -0.87 2.43
H -2.19 0.90 2.31
H -0.58 0.25 1.93
H -3.30 -1.75 0.86
H -4.17 -2.00 -1.42
H -4.18 -1.09 -3.74
H -3.45 0.68 -5.35
H -1.76 2.29 -4.74
N 1.33 7.44 0.48
N 1.47 6.10 0.09
N 2.30 5.73 -0.85
C 2.09 4.44 -0.93
N 1.12 4.07 -0.07
N 0.73 5.16 0.57
H 0.36 7.72 0.37
H 1.66 7.51 1.43
H 2.63 3.71 -1.51
*
```

Summary:
M = 817.6 g/mol
energy relative to the best compared isomer or geometry (same formula, charge and spin) = 0.0 kcal/mol
HOMO-LUMO gap (spin up / spin down) = 7.392 / 7.467 eV

These are the Löwdin partial charges, in e, on atoms 1 to 8:
1 Cr 0.63
2 O 0.00
3 C -0.62
4 O -0.23
5 C -0.14
6 C -0.02
7 C -0.07
8 C -0.07


The following is a quantum chemistry calculation of a 2-piece molecular cluster, C4H7Cl2N overall, from the Open Molecules 2025 dataset.

```
! wB97M-V def2-TZVPD RIJCOSX def2/J DEFGRID3
* xyz 0 1
C -0.48 -0.24 -1.26
C 0.45 -1.86 0.90
C -0.32 2.09 -0.56
C 0.31 -2.36 -0.46
N -0.21 0.61 -0.47
Cl 1.61 -2.73 -1.46
Cl -0.97 -3.48 -0.79
H -0.92 -0.59 -2.19
H -0.50 -1.85 1.33
H 0.80 -0.76 0.86
H 1.26 -2.44 1.34
H -0.96 2.53 0.21
H -0.56 2.41 -1.49
H 0.58 2.58 -0.37
*
```

Summary:
M = 140.0 g/mol
energy relative to the best compared isomer or geometry (same formula, charge and spin) = 86.5 kcal/mol
HOMO-LUMO gap (spin up / spin down) = 7.753 / 7.752 eV

These are the natural (NBO) partial charges, in e, on atoms 1 to 8:
1 C 0.20
2 C -0.69
3 C -0.42
4 C -0.17
5 N -0.43
6 Cl 0.02
7 Cl -0.02
8 H 0.20